Entry 1:
DFT (the ωB97M-V functional and the def2-TZVPD basis) results for a single C4H10Si molecule at a distorted geometry.

```
! wB97M-V def2-TZVPD RIJCOSX def2/J DEFGRID3
* xyz 0 3
H 2.2377 1.4613 -0.5750
H 1.5735 -1.3531 0.3781
H -0.2113 -2.5294 -0.4146
H -2.6924 0.8334 -0.7931
H -0.7734 2.2579 -1.3345
C -1.0356 -1.8498 -0.2075
C -0.5390 -0.4463 -0.1705
H 1.3649 1.5310 1.0531
Si -1.4170 1.1450 -0.3983
C 1.9466 0.8654 0.4275
H -1.7884 -2.0957 -0.9402
H -1.5451 1.9909 0.9298
C 1.1934 -0.4314 0.3262
H 2.9978 0.6843 0.8775
H -1.3118 -2.0634 0.8414
*
```

As for the expectation value of S²: 2.007.

Atomic partial charges in e from the natural (NBO) method, atoms 1 to 2: H 0.225; H 0.148



Entry 2:
DFT (the ωB97M-V functional and the def2-TZVPD basis) results for C4H11AsBrFI as an isolated structure.

```
! wB97M-V def2-TZVPD RIJCOSX def2/J DEFGRID3
* xyz -1 1
H 2.1495 0.0819 -0.5175
H -0.8498 3.1117 -0.7043
Br 0.3746 -2.9814 1.8826
H -0.1058 -0.5404 -1.6899
C -0.9470 -0.0700 0.6924
H 0.2357 1.9011 -1.3800
C -0.5561 1.3996 0.6023
H -1.4987 1.5986 -1.3325
C -0.6642 2.0365 -0.7789
H -0.8418 -0.4382 1.7131
H 1.7925 -0.4349 1.1874
H 2.5577 -1.5629 0.0474
I -3.0411 -0.3484 0.3105
As 0.1215 -1.3925 -0.4458
H 0.4838 1.4175 0.9476
H -1.1161 1.9816 1.3390
C 1.8620 -0.7364 0.1467
F 1.0501 -2.6575 -1.4727
H -1.0069 -2.3658 -0.5474
*
```

Atomic partial charges in e from the natural (NBO) method, atoms 1 to 2: H 0.203; H 0.199



Number 1: calculated total energy -12181.97715 eV. Number 2: calculated total energy -146027.05617 eV.